{"formula": "C51H89N10OPS", "method": "wB97M-V/def2-TZVPD", "elements": ["C", "C", "C", "C", "C", "C", "N", "C", "C", "N", "C", "C", "C", "C", "C", "C", "C", "C", "C", "C", "O", "C", "P", "S", "H", "H", "H", "H", "H", "H", "H", "H", "H", "H", "H", "H", "H", "H", "H", "H", "H", "H", "H", "H", "H", "H", "H", "H", "H", "H", "H", "H", "H", "H", "H", "H", "H", "C", "C", "C", "C", "N", "H", "H", "H", "H", "H", "H", "H", "C", "C", "C", "C", "N", "H", "H", "H", "H", "H", "H", "H", "C", "C", "C", "C", "N", "H", "H", "H", "H", "H", "H", "H", "C", "C", "C", "C", "N", "H", "H", "H", "H", "H", "H", "H", "C", "C", "C", "C", "N", "H", "H", "H", "H", "H", "H", "H", "C", "C", "C", "C", "N", "H", "H", "H", "H", "H", "H", "H", "C", "C", "C", "C", "N", "H", "H", "H", "H", "H", "H", "H", "C", "C", "C", "C", "N", "H", "H", "H", "H", "H", "H", "H"], "positions_angstrom": [[2.344, 0.217, 6.048], [3.314, -0.667, 5.765], [3.670, -1.214, 4.405], [4.603, -0.219, 3.610], [5.751, -1.085, 3.030], [5.238, 0.686, 4.580], [5.709, 1.504, 5.236], [3.851, 0.590, 2.504], [2.482, 0.902, 2.887], [1.396, 1.058, 3.220], [4.577, 1.875, 2.030], [3.599, 2.847, 1.341], [3.045, 3.969, 2.242], [1.555, 4.196, 2.002], [0.812, 4.951, 3.108], [0.625, 4.241, 4.471], [-0.799, 3.749, 4.757], [-1.411, 2.746, 3.749], [-1.710, 1.431, 4.476], [-1.968, 0.265, 3.558], [-2.407, -0.839, 4.347], [-2.129, -2.108, 3.806], [3.617, -0.432, 0.936], [2.298, -1.841, 0.938], [2.553, 1.061, 6.700], [1.338, 0.155, 5.652], [3.938, -0.996, 6.593], [4.254, -2.112, 4.580], [2.799, -1.486, 3.812], [5.325, -2.004, 2.627], [6.464, -1.309, 3.816], [6.244, -0.578, 2.200], [5.337, 1.575, 1.302], [5.096, 2.398, 2.829], [4.162, 3.329, 0.540], [2.785, 2.298, 0.870], [3.146, 3.669, 3.292], [3.643, 4.876, 2.155], [1.084, 3.237, 1.789], [1.428, 4.814, 1.107], [-0.171, 5.236, 2.748], [1.357, 5.877, 3.310], [0.835, 4.994, 5.235], [1.350, 3.442, 4.634], [-1.443, 4.618, 4.899], [-0.769, 3.240, 5.724], [-0.739, 2.601, 2.908], [-2.362, 3.162, 3.412], [-2.561, 1.576, 5.144], [-0.850, 1.181, 5.100], [-1.052, 0.024, 3.013], [-2.749, 0.518, 2.828], [-1.356, -2.601, 4.403], [-3.022, -2.734, 3.852], [-1.803, -2.052, 2.771], [3.249, 0.579, 0.035], [4.901, -0.801, 0.514], [-1.581, -1.406, -2.499], [-0.195, -1.628, -1.901], [-0.042, -1.051, -0.492], [-0.125, 0.404, -0.477], [-0.166, 1.555, -0.481], [-1.790, -0.343, -2.630], [-1.662, -1.881, -3.478], [-2.356, -1.829, -1.856], [0.560, -1.194, -2.560], [0.002, -2.702, -1.849], [0.963, -1.346, -0.046], [-0.809, -1.460, 0.163], [-3.497, -5.525, -4.228], [-4.644, -4.565, -4.522], [-4.474, -3.839, -5.860], [-3.318, -2.942, -5.864], [-2.421, -2.224, -5.854], [-2.553, -4.995, -4.121], [-3.676, -6.064, -3.298], [-3.383, -6.263, -5.025], [-4.735, -3.835, -3.717], [-5.586, -5.116, -4.555], [-5.365, -3.248, -6.078], [-4.362, -4.560, -6.673], [-5.240, 1.472, -5.254], [-4.442, 0.321, -5.864], [-5.222, -0.996, -5.944], [-5.539, -1.540, -4.624], [-5.772, -1.976, -3.588], [-5.504, 1.272, -4.215], [-4.654, 2.383, -5.280], [-6.161, 1.652, -5.810], [-3.528, 0.162, -5.289], [-4.137, 0.592, -6.876], [-4.635, -1.740, -6.486], [-6.150, -0.853, -6.500], [3.563, -4.856, -3.814], [2.748, -4.245, -4.949], [1.382, -3.724, -4.486], [0.496, -4.789, -4.029], [-0.201, -5.620, -3.650], [3.070, -5.739, -3.402], [4.548, -5.163, -4.170], [3.708, -4.141, -3.005], [2.613, -4.980, -5.744], [3.300, -3.407, -5.381], [0.892, -3.194, -5.307], [1.511, -3.003, -3.680], [-2.682, 4.999, -0.681], [-2.685, 3.564, -1.197], [-2.787, 3.433, -2.718], [-4.075, 3.858, -3.255], [-5.113, 4.150, -3.649], [-3.616, 5.525, -0.889], [-2.540, 4.980, 0.396], [-1.864, 5.573, -1.121], [-3.495, 3.002, -0.728], [-1.752, 3.096, -0.880], [-2.640, 2.389, -3.005], [-1.992, 4.007, -3.198], [6.900, -1.918, -3.389], [6.097, -0.738, -3.923], [5.084, -0.202, -2.906], [4.031, -1.176, -2.614], [3.199, -1.937, -2.397], [6.255, -2.773, -3.179], [7.645, -2.234, -4.118], [7.424, -1.651, -2.469], [5.580, -1.027, -4.839], [6.776, 0.075, -4.186], [4.614, 0.706, -3.286], [5.591, 0.069, -1.978], [0.204, -5.693, 1.783], [1.529, -6.445, 1.787], [2.119, -6.603, 3.194], [2.493, -5.314, 3.770], [2.800, -4.299, 4.209], [0.330, -4.667, 2.135], [-0.207, -5.649, 0.774], [-0.530, -6.186, 2.423], [2.245, -5.930, 1.144], [1.384, -7.441, 1.366], [3.006, -7.237, 3.160], [1.403, -7.095, 3.855], [-6.170, 6.471, 1.669], [-5.822, 6.426, 3.152], [-4.581, 7.257, 3.496], [-3.372, 6.711, 2.883], [-2.424, 6.270, 2.409], [-5.378, 6.029, 1.062], [-7.086, 5.915, 1.473], [-6.324, 7.498, 1.332], [-5.670, 5.391, 3.463], [-6.661, 6.812, 3.734], [-4.436, 7.284, 4.577], [-4.712, 8.289, 3.167]], "atomic_forces_ev_per_a": [[-0.07, -0.16, 0.04], [-0.45, 0.16, 0.08], [-0.39, -0.53, 0.73], [0.12, -1.11, 0.58], [-0.46, 0.33, -0.60], [-0.38, 0.84, -0.40], [0.18, -0.19, 0.10], [0.53, 0.09, -0.24], [-0.07, -0.19, 0.57], [-0.13, 0.10, -0.18], [-0.32, 0.08, -0.69], [0.75, 0.74, -0.11], [-0.41, -0.85, 0.74], [-0.20, 0.71, -0.29], [0.27, -0.31, 0.47], [-0.16, 0.41, -0.04], [0.29, -0.28, 0.06], [-0.22, 0.30, 0.79], [0.37, 0.10, -0.18], [-0.37, -0.08, 0.07], [0.10, 0.16, -0.10], [-0.08, -0.15, 0.31], [-0.75, -0.32, 0.03], [2.42, -1.07, 1.86], [-0.41, -0.76, 1.14], [0.36, 0.67, -1.09], [0.99, 0.95, -0.32], [-0.10, -0.17, -0.28], [0.04, 0.01, -0.15], [0.05, -0.13, 0.10], [0.07, -0.13, -0.03], [0.34, 0.12, 0.22], [0.15, -0.04, 0.11], [-0.04, -0.21, 0.25], [-0.13, -0.08, -0.22], [-0.13, 0.15, 0.00], [0.12, -0.11, 0.02], [-0.09, 0.10, -0.17], [-0.10, -0.02, 0.06], [0.03, -0.22, -0.19], [-0.09, 0.11, -0.16], [-0.01, 0.11, -0.19], [0.11, -0.14, 0.14], [0.01, -0.14, -0.17], [-0.07, 0.05, -0.18], [-0.03, 0.16, 0.12], [-0.09, -0.09, -0.17], [0.09, -0.04, -0.45], [-0.05, -0.06, 0.03], [0.01, -0.08, 0.06], [0.05, -0.07, -0.02], [0.03, -0.02, -0.09], [0.13, -0.01, -0.10], [-0.08, 0.06, -0.03], [0.09, 0.01, -0.23], [0.31, 0.07, -0.05], [0.12, 0.24, 0.04], [0.07, -0.10, -0.06], [-0.32, 0.07, -0.10], [0.02, -0.05, -0.51], [-0.08, -0.08, 0.06], [0.26, -0.12, 0.03], [-0.01, 0.04, 0.05], [-0.02, 0.04, 0.03], [-0.02, 0.02, 0.01], [0.07, -0.01, 0.07], [0.08, 0.02, 0.06], [-2.13, 0.90, -1.28], [-0.15, 0.04, 0.16], [-0.15, 0.06, -0.08], [0.33, -0.41, 0.27], [-0.18, -0.65, 0.17], [0.56, -0.67, 0.12], [0.20, -0.18, -0.02], [0.03, -0.02, -0.01], [0.02, 0.00, 0.01], [0.05, -0.03, 0.01], [0.04, -0.24, -0.22], [-0.06, 0.06, -0.08], [0.16, -0.53, -0.04], [0.12, -0.03, -0.01], [0.08, -0.38, -0.21], [-0.17, 0.23, 0.14], [-0.03, 0.70, -0.35], [-0.19, 0.42, 0.08], [-0.13, 0.37, 0.03], [-0.01, 0.01, 0.01], [-0.03, 0.05, -0.02], [-0.01, 0.02, 0.02], [0.00, -0.11, -0.07], [0.01, -0.10, -0.03], [-0.54, 1.09, -0.05], [-0.14, 0.07, 0.10], [0.05, -0.08, -0.05], [0.13, -0.11, 0.21], [0.14, 0.17, -0.34], [-0.03, 0.08, 0.11], [0.09, -0.08, 0.01], [-0.03, 0.00, -0.01], [0.00, -0.05, -0.03], [-0.06, -0.06, -0.02], [-0.04, 0.04, -0.04], [-0.06, 0.05, -0.01], [-0.13, -0.06, 0.02], [-0.01, -0.10, 0.06], [-0.15, -0.18, -0.14], [0.11, 0.19, 0.22], [0.22, -0.16, 0.06], [-0.03, 0.12, 0.20], [-0.05, 0.23, 0.04], [-0.01, -0.02, -0.07], [0.04, 0.13, 0.04], [0.01, 0.01, 0.02], [-0.03, -0.03, -0.04], [-0.16, -0.05, -0.15], [-0.02, -0.01, -0.05], [-0.04, 0.05, -0.03], [-0.05, -0.01, -0.04], [0.19, -0.14, 0.02], [0.08, 0.13, -0.20], [0.01, 0.14, 0.06], [0.08, 0.17, 0.02], [-0.01, 0.00, 0.03], [0.00, -0.02, 0.01], [0.00, -0.01, 0.00], [-0.05, 0.05, 0.01], [-0.06, 0.05, 0.02], [-0.09, -0.03, 0.03], [-0.03, -0.06, 0.04], [0.04, 0.04, -0.04], [-0.20, 0.03, -0.06], [0.00, -0.12, -0.25], [0.04, -0.04, 0.11], [-0.01, 0.00, 0.01], [0.01, -0.01, 0.04], [-0.01, 0.00, 0.00], [0.00, 0.01, 0.01], [0.05, -0.02, 0.04], [0.04, -0.02, 0.04], [0.05, 0.06, 0.06], [-0.02, 0.07, 0.03], [0.02, -0.05, 0.03], [-0.14, 0.01, -0.17], [-0.19, -0.08, 0.15], [0.08, 0.09, 0.04], [-0.05, 0.04, 0.07], [0.02, 0.03, 0.00], [0.00, 0.00, -0.02], [0.01, 0.00, -0.01], [0.04, 0.02, 0.05], [0.04, 0.02, 0.05], [0.09, -0.02, -0.01], [0.05, -0.01, -0.07]], "mulliken_charge": [-0.821, -0.482, -0.549, 2.247, -2.075, -0.619, -0.671, 1.870, -3.009, 0.922, -1.047, -0.591, -1.107, 0.558, -0.870, -0.166, -1.298, 0.509, -0.664, -0.051, -0.410, -0.412, -0.074, -0.110, 0.268, 0.408, 0.411, 0.589, 0.022, 0.487, 0.527, 0.328, 0.244, 0.704, 0.673, -0.043, 0.273, 0.520, -0.537, 0.419, 0.039, 0.648, 0.343, -0.053, 0.238, 0.615, -0.510, 0.626, 0.490, -0.142, 0.010, 0.277, 0.248, 0.345, -0.007, 0.243, 0.175, -0.924, -0.314, 1.938, 0.196, -0.711, -0.022, 0.132, 0.411, 0.053, 0.413, -1.513, 0.112, -1.121, -0.165, -0.945, 0.521, -0.618, 0.104, 0.418, 0.324, 0.157, 0.344, 0.448, 0.557, -1.280, -0.242, -0.654, 0.592, -0.670, 0.380, 0.340, 0.316, 0.015, 0.381, 0.316, 0.447, -1.001, -0.624, 1.002, 0.245, -0.640, 0.405, 0.349, 0.070, 0.394, 0.290, 0.324, -0.711, -0.936, 0.267, 0.055, 0.260, -0.518, 0.336, 0.024, 0.359, 0.305, -0.122, -0.318, 0.436, -1.037, -0.527, -0.338, 0.085, -0.147, 0.236, 0.354, 0.298, 0.298, 0.337, 0.374, 0.181, -1.035, -0.346, -0.594, 0.329, -0.395, 0.204, 0.332, 0.365, 0.233, 0.339, 0.283, 0.302, -0.843, -0.425, -0.498, 0.210, -0.441, 0.069, 0.333, 0.313, 0.292, 0.327, 0.276, 0.309], "molar_mass_g_mol": 921.38, "e_lumo_ev": -0.036, "energy_ha": -3358.8048, "gap_ev": 8.46, "homo_ev": -8.50}